No. 1
Entry from the OMol25 dataset: a structure of composition C6H7CuO6 (ωB97M-V with the def2-TZVPD basis set).

Last column: Mulliken spin population.
Atoms and positions in Å:
C (-0.95, -3.13, 2.02)  0.100
C (-0.83, -1.89, 1.57)  0.015
O (-1.78, -1.35, 0.70)  -0.005
C (-1.38, -1.12, -0.54)  0.001
O (-0.29, -1.42, -0.98)  0.000
O (-2.32, -0.49, -1.20)  0.000
H (-1.74, -3.81, 1.70)  0.001
H (-0.05, -1.19, 1.88)  -0.010
H (-2.02, -0.31, -2.10)  0.000
C (0.16, -3.71, 3.21)  -0.004
C (1.44, -3.06, 3.26)  0.774
O (2.07, -2.93, 2.03)  0.034
C (3.27, -2.33, 1.95)  0.003
O (3.95, -1.97, 2.86)  0.018
O (3.52, -2.19, 0.64)  0.006
Cu (1.32, -2.73, -0.23)  0.003
H (-0.33, -3.69, 4.19)  0.000
H (0.25, -4.75, 2.86)  0.057
H (1.83, -2.43, 4.06)  0.009
H (4.38, -1.79, 0.50)  0.000

Computed properties:
LUMO level (spin up / spin down): -4.330 / -4.326 eV
ΔE to the lowest compared entry with this formula, charge and spin: 0.0 kJ/mol
Multiplicity: 2
Net charge: +1
Expectation value of S²: 0.754
DFT total energy: -63251.4440 eV

---

No. 2
Entry from the OMol25 dataset: a structure of composition C6H13N2NaO2S (ωB97M-V with the def2-TZVPD basis set).

Last column: natural (NBO) charge in e.
Atoms and positions in Å:
C (-0.29, -2.95, 1.00)  -0.640
C (1.14, -2.90, 0.31)  -0.535
S (1.69, -1.22, -0.23)  0.195
C (0.24, -0.24, -0.82)  -0.359
N (0.15, 1.12, -0.23)  -0.441
C (0.97, 2.11, -0.95)  -0.047
N (2.43, 1.84, -0.88)  -0.856
C (-1.28, 1.57, -0.44)  -0.339
C (-1.92, 1.60, 1.03)  0.777
O (-2.93, 0.87, 1.33)  -0.947
O (-1.31, 2.38, 1.87)  -0.708
H (-0.42, -3.87, 1.65)  0.215
H (-1.07, -3.01, 0.18)  0.200
H (-0.46, -2.02, 1.62)  0.208
H (1.18, -3.66, -0.53)  0.209
H (1.89, -3.24, 1.09)  0.229
H (0.18, -0.17, -1.95)  0.188
H (-0.71, -0.78, -0.50)  0.207
H (0.66, 2.29, -2.03)  0.148
H (0.80, 3.11, -0.43)  0.179
H (2.91, 2.63, -1.33)  0.361
H (2.74, 1.78, 0.10)  0.370
H (-1.27, 2.61, -0.89)  0.219
H (-1.85, 0.91, -1.15)  0.183
Na (-3.46, -0.76, 2.19)  0.983

Computed properties:
LUMO level: -1.210 eV
Multiplicity: 1
Net charge: 0
DFT total energy: -28758.6703 eV